# C4H9O2S

2 unconnected molecules or ions with the total composition C4H9O2S (ωB97M-V/def2-TZVPD, the Open Molecules 2025 dataset).

Each line ends with the natural charge from an NBO analysis.
Positions of all 16 atoms, in Å:
O  0.76934  1.09872  1.43416  -0.801
C  1.43525  0.04344  1.30316  0.758
O  1.48193  -0.68905  0.28406  -0.800
C  2.25063  -0.38871  2.52767  -0.728
H  2.76641  -1.33617  2.37896  0.193
H  2.96952  0.39438  2.77584  0.199
H  1.58495  -0.49996  3.38797  0.198
C  -1.92689  0.38875  0.20826  -0.612
C  -1.13742  0.74170  -1.04545  -0.503
S  -1.24331  -0.55755  -2.32799  -0.145
H  -1.52368  -0.49509  0.69436  0.221
H  -2.99219  0.27163  -0.00818  0.174
H  -1.81820  1.23339  0.89165  0.223
H  -1.56123  1.62817  -1.51731  0.186
H  -0.09748  0.88048  -0.76663  0.283
H  -0.40106  -1.40691  -1.71868  0.152

Atoms 1-3, force components in eV/Å:
O 0.2 0.0 0.2
C -0.4 0.1 -0.4
O 0.1 -0.1 0.1

Summary:
gap between HOMO and LUMO	7.744	eV
energy relative to the best compared isomer or geometry (same formula, charge and spin)	3.04	kcal/mol
charge	-1